# 1
# H2N2O4P

A gas-phase ion, H2N2O4P (charge -1) at a distorted geometry (wB97M-V/def2-TZVPD, OMol25).

```
9
Properties=species:S:1:pos:R:3:mulliken_charge:R:1
N 0.08 -0.62 1.03 -0.39
N -0.02 0.85 -1.32 0.85
O -2.05 -0.56 -0.70 -0.52
O 0.11 1.72 -0.50 -0.54
O -0.15 1.04 -2.51 -0.63
O 1.33 -0.56 1.84 -0.51
P -0.61 -0.83 -1.00 0.25
H 1.55 0.42 1.74 0.31
H -0.25 -1.46 1.43 0.17
```

The frontier orbital gap comes out at 7.737 eV. The value obtained for the HOMO energy is -3.46 eV. The calculation puts the LUMO energy at 4.276 eV. The energy above the lowest of the compared OMol25 structures with the same formula, charge and spin is 129.2 kcal per mole. As for the total charge: -1. The value obtained for the total energy is -20488.321 eV.


# 2
# C32H74BN6O3PS

5 unconnected molecules or ions with the total composition C32H74BN6O3PS at a distorted geometry (wB97M-V/def2-TZVPD, OMol25).

```
118
Properties=species:S:1:pos:R:3:mulliken_charge:R:1
C -3.23 1.42 -1.18 -0.75
O -1.99 2.14 -1.04 -0.44
B -1.29 1.89 0.10 0.32
O -1.44 0.70 0.79 -0.35
C -0.23 3.01 0.58 1.83
C 0.19 2.62 1.95 -0.83
N 0.68 2.40 2.97 -0.48
C 0.97 3.01 -0.41 -1.84
C 2.06 1.96 -0.05 0.61
C 3.16 2.56 0.84 -1.30
O 2.70 1.50 -1.24 -0.58
C -1.00 4.41 0.70 0.24
C -0.74 5.11 1.97 0.07
N -0.56 5.63 2.97 -0.46
P -0.76 5.60 -0.71 0.10
S -1.77 5.20 -2.32 -0.37
H -3.79 1.89 -1.98 0.37
H -3.05 0.37 -1.41 0.25
H -3.84 1.47 -0.28 0.33
H -1.81 0.87 1.67 0.32
H 0.57 2.71 -1.38 0.49
H 1.48 3.97 -0.47 0.29
H 1.60 1.08 0.42 0.43
H 3.19 2.12 1.83 0.15
H 3.05 3.63 0.98 0.29
H 4.11 2.41 0.33 0.45
H 2.05 1.40 -1.94 0.37
H -2.07 4.19 0.70 0.26
H 0.61 5.80 -0.91 0.09
H -1.22 6.81 -0.16 0.15
C -6.53 -4.85 -3.94 -1.30
C -5.25 -4.57 -3.16 -0.47
N -4.64 -3.30 -3.51 0.15
C -3.28 -3.15 -3.00 -0.72
C -3.09 -3.12 -1.49 -0.87
C -5.49 -2.13 -3.38 -0.47
C -6.12 -1.85 -2.01 -0.96
H -6.35 -4.76 -5.01 0.31
H -6.88 -5.86 -3.73 0.48
H -7.33 -4.16 -3.66 0.22
H -4.54 -5.36 -3.38 0.46
H -5.47 -4.65 -2.08 0.28
H -2.85 -2.25 -3.44 0.35
H -2.69 -3.98 -3.41 0.41
H -3.42 -2.18 -1.05 0.07
H -2.02 -3.22 -1.25 0.40
H -3.61 -3.94 -0.98 0.33
H -6.30 -2.22 -4.11 0.13
H -4.93 -1.26 -3.71 0.34
H -6.55 -2.74 -1.56 0.28
H -6.92 -1.11 -2.11 0.41
H -5.39 -1.43 -1.31 0.18
C -9.18 -2.45 -6.39 -1.19
C -10.58 -2.94 -6.07 -0.34
N -10.99 -4.07 -6.88 0.08
C -12.41 -4.36 -6.80 -0.74
C -12.99 -4.80 -5.45 -0.96
C -10.10 -5.22 -6.84 -0.79
C -9.80 -5.85 -5.48 -0.79
H -9.08 -2.24 -7.46 0.33
H -8.98 -1.53 -5.84 0.44
H -8.41 -3.17 -6.10 0.04
H -11.28 -2.12 -6.26 0.46
H -10.65 -3.16 -4.99 0.24
H -12.65 -5.12 -7.56 0.36
H -12.95 -3.46 -7.12 0.41
H -12.70 -5.83 -5.20 0.23
H -14.08 -4.78 -5.49 0.40
H -12.67 -4.15 -4.64 0.27
H -9.15 -4.93 -7.29 0.38
H -10.50 -5.99 -7.51 0.37
H -9.56 -5.10 -4.72 0.16
H -8.94 -6.52 -5.56 0.36
H -10.63 -6.45 -5.11 0.27
C 7.34 3.71 5.44 -1.37
C 5.86 4.08 5.39 -0.40
N 5.00 2.94 5.16 0.37
C 3.64 3.30 4.81 -0.58
C 2.79 4.04 5.85 -1.25
C 5.14 1.84 6.10 -0.40
C 4.94 2.14 7.59 -1.12
H 7.63 3.15 4.55 0.27
H 7.95 4.61 5.49 0.48
H 7.58 3.11 6.32 0.28
H 5.72 4.78 4.56 0.46
H 5.60 4.63 6.31 0.27
H 3.10 2.40 4.50 0.35
H 3.69 3.92 3.91 0.27
H 2.47 3.39 6.66 0.27
H 1.89 4.43 5.37 0.40
H 3.33 4.89 6.28 0.29
H 6.14 1.42 5.98 0.04
H 4.46 1.04 5.80 0.45
H 5.46 3.04 7.91 0.24
H 5.32 1.31 8.19 0.42
H 3.88 2.25 7.85 0.28
C 12.59 2.16 2.29 -1.47
C 11.22 1.70 2.79 -0.27
N 10.74 0.52 2.11 0.10
C 9.33 0.25 2.34 -0.77
C 8.89 -0.08 3.78 -0.93
C 11.62 -0.64 2.15 -0.73
C 12.05 -1.17 3.52 -0.94
H 12.59 2.28 1.21 0.34
H 12.84 3.12 2.74 0.43
H 13.38 1.46 2.56 0.30
H 10.51 2.51 2.60 0.41
H 11.26 1.58 3.88 0.25
H 9.01 -0.56 1.68 0.35
H 8.77 1.13 2.01 0.41
H 9.19 -1.08 4.08 0.30
H 7.80 -0.04 3.84 0.35
H 9.28 0.63 4.50 0.24
H 12.53 -0.39 1.59 0.39
H 11.16 -1.45 1.58 0.34
H 12.36 -0.37 4.19 0.24
H 12.89 -1.85 3.41 0.38
H 11.25 -1.73 4.01 0.27
```

The frontier orbital gap comes out at 7.874 eV. As for the SMILES: COB(O)[C@@](C#N)(C[C@H](C)O)[C@@H](C#N)[PH2]=S.CCN(CC)CC.CCN(CC)CC.CCN(CC)CC.CCN(CC)CC. The value obtained for the HOMO energy is -7.90 eV. The calculation puts the LUMO energy at -0.024 eV. As for the total charge: 0. The value obtained for the total energy is -70267.488 eV.


# 3
# CH14N3O4

5 unconnected molecules or ions with the total composition CH14N3O4 at a distorted geometry (wB97M-V/def2-TZVPD, OMol25).

```
22
Properties=species:S:1:pos:R:3:mulliken_charge:R:1
N -0.31 -0.76 1.13 -0.26
C 0.74 -0.02 0.85 0.75
N 1.71 -0.48 0.06 -0.40
N 0.83 1.20 1.38 -0.33
H -1.10 -0.36 1.62 0.24
H -0.50 -1.67 0.72 0.18
H 2.22 0.19 -0.51 0.17
H 1.54 -1.36 -0.39 0.26
H 1.69 1.71 1.25 0.21
H 0.22 1.45 2.14 0.20
H -2.55 1.51 2.73 0.32
H -2.28 0.13 3.53 0.31
O -1.91 0.82 2.97 -0.68
H 1.72 2.60 -2.19 0.31
H 2.39 1.52 -3.08 0.31
O 2.11 1.72 -2.17 -0.62
H 0.38 0.38 -2.64 0.29
H -0.90 -0.54 -2.27 0.29
O -0.12 -0.07 -1.96 -0.55
H -1.36 -3.07 -1.48 0.32
H -2.72 -2.51 -0.71 0.29
O -1.80 -2.38 -0.98 -0.60
```

The frontier orbital gap comes out at 11.461 eV. The value obtained for the HOMO energy is -14.05 eV. The calculation puts the LUMO energy at -2.589 eV. The energy above the lowest of the compared OMol25 structures with the same formula, charge and spin is 11.2 kcal per mole. As for the total charge: +1. The value obtained for the total energy is -13920.150 eV.


# 4
# C3H4N2O2

3 unconnected molecules or ions with the total composition C3H4N2O2 at a distorted geometry (wB97M-V/def2-TZVPD, OMol25).

```
11
Properties=species:S:1:pos:R:3:mulliken_charge:R:1
C -0.53 -0.90 -1.72 -0.36
N 0.68 -0.65 -1.84 -0.51
C 0.85 2.09 0.93 0.71
C -0.76 -0.29 1.24 -0.14
O 0.95 2.12 -0.21 -0.35
N -0.48 -1.02 2.09 -0.16
O 0.77 2.09 2.07 -0.36
H 0.91 0.31 -2.10 0.28
H -0.23 -1.67 2.81 0.29
H -1.35 -0.19 -1.86 0.27
H -0.81 -1.90 -1.42 0.33
```

The frontier orbital gap comes out at 10.490 eV. The value obtained for the HOMO energy is -9.67 eV. The calculation puts the LUMO energy at 0.820 eV. The energy above the lowest of the compared OMol25 structures with the same formula, charge and spin is 63.5 kcal per mole. As for the total charge: 0. The value obtained for the total energy is -10249.510 eV.


Question: Look up the total charge of the first one.
Answer: -1


Question: Among the records above, which one has the highest total energy?
Answer: C3H4N2O2


Copy entry 3 word for word.
# CH14N3O4

5 unconnected molecules or ions with the total composition CH14N3O4 at a distorted geometry (wB97M-V/def2-TZVPD, OMol25).

```
22
Properties=species:S:1:pos:R:3:mulliken_charge:R:1
N -0.31 -0.76 1.13 -0.26
C 0.74 -0.02 0.85 0.75
N 1.71 -0.48 0.06 -0.40
N 0.83 1.20 1.38 -0.33
H -1.10 -0.36 1.62 0.24
H -0.50 -1.67 0.72 0.18
H 2.22 0.19 -0.51 0.17
H 1.54 -1.36 -0.39 0.26
H 1.69 1.71 1.25 0.21
H 0.22 1.45 2.14 0.20
H -2.55 1.51 2.73 0.32
H -2.28 0.13 3.53 0.31
O -1.91 0.82 2.97 -0.68
H 1.72 2.60 -2.19 0.31
H 2.39 1.52 -3.08 0.31
O 2.11 1.72 -2.17 -0.62
H 0.38 0.38 -2.64 0.29
H -0.90 -0.54 -2.27 0.29
O -0.12 -0.07 -1.96 -0.55
H -1.36 -3.07 -1.48 0.32
H -2.72 -2.51 -0.71 0.29
O -1.80 -2.38 -0.98 -0.60
```

The frontier orbital gap comes out at 11.461 eV. The value obtained for the HOMO energy is -14.05 eV. The calculation puts the LUMO energy at -2.589 eV. The energy above the lowest of the compared OMol25 structures with the same formula, charge and spin is 11.2 kcal per mole. As for the total charge: +1. The value obtained for the total energy is -13920.150 eV.